The following is a quantum chemistry calculation of a structure of composition C6H9NO at a distorted geometry, from OMol25.

Each line ends with the natural charge from an NBO analysis.
Geometry (Å):
O: -0.562 1.878 -0.105  -0.750
C: 1.597 0.681 0.668  -0.178
C: 0.357 -0.100 0.976  -0.160
C: 1.780 0.248 -0.675  -0.268
H: -2.416 -0.308 1.251  0.233
C: -0.622 0.290 -0.128  0.286
N: 0.536 -1.477 0.306  -0.598
H: -0.247 0.066 1.879  0.214
C: 0.420 -0.577 -0.966  -0.124
H: -2.707 -0.149 -0.816  0.228
H: -1.063 2.222 -0.835  0.467
H: 0.259 -1.141 -1.955  0.226
C: -2.036 -0.371 0.031  -0.676
H: 1.497 -1.802 0.228  0.368
H: 2.266 1.309 1.235  0.231
H: 2.627 0.830 -1.064  0.237
H: -1.686 -1.597 -0.029  0.265

Results
Total energy (eV): -9899.935
HOMO energy (eV): -8.4
Total charge: 0
Gap between HOMO and LUMO (eV): 9.349